Entry P
Formula: C5H5N3
Source: OMol25
Level of theory: wB97M-V/def2-TZVPD

XYZ file:
```
13
Properties=species:S:1:pos:R:3:lowdin_charge:R:1
N 0.2793 1.0885 1.3316 0.105
N -0.4785 0.0910 0.6744 -0.146
N -1.6782 -0.3819 0.8677 0.087
C -1.7154 -1.2878 -0.2054 -0.122
C 0.1533 -0.2943 -0.4732 -0.272
C 1.1801 1.4677 0.4323 -0.143
C -0.5912 -1.2806 -1.0902 0.000
C 1.3021 0.5580 -0.6288 -0.020
H 0.4139 0.8952 2.2276 0.099
H -0.6556 -1.8154 -2.0080 0.087
H 2.2084 0.6041 -1.3248 0.123
H 2.2204 2.0372 0.3909 0.154
H -2.6387 -1.6818 -0.1941 0.047
```

For the orbital gap, the calculation gives 9.056 eV. As for the total charge: 0. For the HOMO energy, the calculation gives -0.2975 Ha. The structure (SMILES) is c1cc2cc[nH]n2n1.

---

Entry Q
Formula: C5H5N3
Source: OMol25
Level of theory: wB97M-V/def2-TZVPD

XYZ file:
```
13
Properties=species:S:1:pos:R:3:lowdin_charge:R:1
N 0.6031 -1.3729 0.4466 0.111
N 2.4864 0.1452 -0.2684 0.088
N 0.5934 1.2674 -0.0266 0.092
C -0.6176 -1.4610 -0.0306 -0.186
C 1.2345 -0.0424 0.1338 -0.394
C -1.8195 0.6650 0.0644 0.013
C -0.5858 1.5915 0.1074 -0.137
C -1.7802 -0.6597 -0.3186 -0.115
H -0.5920 2.5958 0.1943 0.069
H -2.7084 -1.1051 -0.0632 0.083
H 2.9713 -0.8815 -0.4255 0.106
H -1.1610 -2.4992 -0.4518 0.154
H -2.8786 1.0515 -0.0530 0.115
```

For the orbital gap, the calculation gives 7.852 eV. As for the total charge: 0. For the HOMO energy, the calculation gives -0.3369 Ha. The structure (SMILES) is N=c1nccccn1.

---

Entry R
Formula: C5H5N3
Source: OMol25
Level of theory: wB97M-V/def2-TZVPD

XYZ file:
```
13
Properties=species:S:1:pos:R:3:lowdin_charge:R:1
N 1.8750 0.0795 -0.1139 0.052
N 0.8828 -1.8290 0.2775 0.121
N 0.5978 0.3851 0.3158 -0.130
C -1.4045 -0.8510 0.1581 -0.020
C 0.0352 -0.8770 0.4445 -0.399
C 2.0122 -1.2017 -0.2375 -0.171
C -2.6358 -0.9242 -0.2336 0.161
C -0.1281 1.8081 0.0447 -0.021
H -3.5504 -1.2630 -0.2337 -0.038
H 2.9301 -1.5593 -0.3865 0.064
H -0.9756 1.2511 -0.6370 0.087
H -0.2973 2.2658 1.2256 0.129
H 0.6586 2.7157 -0.6241 0.166
```

For the orbital gap, the calculation gives 9.853 eV. As for the total charge: 0. For the HOMO energy, the calculation gives -0.3467 Ha.

---

Energies relative to the most stable structure are entry P 0.0; entry Q 119.2; entry R 234.4, reported in kJ/mol.